No. 1
# C18H23NO3S

C18H23NO3S as an isolated structure (ωB97M-V/def2-TZVPD, OMol25).

```
46
Properties=species:S:1:pos:R:3:nbo_charge:R:1
C 2.48 2.67 -2.88 -0.58
C 0.92 2.91 -2.44 -0.32
C -0.03 1.88 -3.09 -0.36
H -1.07 2.39 -3.08 0.22
H -0.02 1.97 -4.39 0.18
C 0.04 0.64 -2.75 -0.50
C -0.15 0.68 -1.27 -0.10
C 0.71 0.08 -0.38 -0.01
C 0.52 0.15 1.00 -0.18
C 1.51 0.10 2.05 -0.15
C 1.42 -0.01 3.36 -0.21
C -0.01 0.18 3.68 -0.19
C -1.28 0.54 2.82 0.32
C -0.73 0.41 1.55 0.11
N -1.87 0.56 0.53 -0.46
C -1.43 0.78 -0.71 0.26
C -2.80 1.02 -1.55 -0.60
H -2.72 1.99 -1.95 0.22
H -2.73 0.07 -2.33 0.18
H -3.50 0.74 -0.95 0.21
O -2.34 0.63 3.37 -0.45
C -3.26 0.81 2.65 -0.19
H -3.51 -0.18 2.12 0.17
H -3.28 1.72 2.03 0.19
H -4.34 0.58 3.34 0.14
H -0.32 0.31 4.91 0.18
H 1.93 0.15 4.06 0.18
H 2.65 -0.20 1.75 0.20
S 2.46 -0.29 -0.92 0.21
C 2.18 -2.08 -0.38 -0.49
C 1.10 -2.95 -1.22 -0.51
C -0.38 -2.64 -0.72 0.79
O -0.52 -2.57 0.58 -0.63
O -1.32 -2.37 -1.64 -0.66
H -2.13 -2.26 -1.21 0.50
H 1.20 -2.63 -2.18 0.22
H 1.10 -4.03 -1.26 0.25
H 3.33 -2.45 -0.53 0.23
H 2.00 -2.24 0.64 0.23
H -0.51 -0.08 -3.27 0.24
H 1.05 0.27 -2.79 0.23
H 1.02 4.05 -2.90 0.21
H 0.93 2.92 -1.58 0.14
H 2.71 1.78 -2.64 0.18
H 3.14 3.29 -2.64 0.19
H 2.45 2.66 -3.92 0.19
```

The maximum force comes out at 18.62 eV/A. For the energy above the lowest of the compared OMol25 structures with the same formula, charge and spin, the calculation gives 17.9696 eV. For the HOMO-LUMO gap, the calculation gives 7.5 eV.

No. 2
# C18H23NO4

A 2-piece molecular cluster, C18H23NO4 overall (ωB97M-V/def2-TZVPD, OMol25).

```
46
Properties=species:S:1:pos:R:3:nbo_charge:R:1
C 2.85 -1.22 -2.89 -0.67
C 3.24 -0.95 -1.45 0.53
C 4.61 -1.52 -1.11 -0.63
O 3.29 0.47 -1.17 -0.51
C 2.09 1.12 -1.06 0.79
O 2.07 2.31 -0.87 -0.57
C 0.86 0.28 -1.12 -0.39
C -0.35 0.92 -1.27 0.01
C -1.60 0.28 -1.59 -0.05
C -1.70 -1.07 -2.02 -0.14
C -2.93 -1.72 -2.06 -0.23
C -4.11 -1.04 -1.74 -0.16
C -4.05 0.34 -1.47 -0.24
C -2.83 0.99 -1.45 -0.17
C 1.03 -1.06 -0.56 0.78
O 0.16 -1.74 -0.02 -0.59
O 2.30 -1.57 -0.54 -0.51
H 1.88 -0.79 -3.15 0.23
H 3.61 -0.76 -3.54 0.23
H 2.83 -2.30 -3.06 0.23
H 4.85 -1.27 -0.07 0.24
H 4.62 -2.60 -1.23 0.23
H 5.36 -1.06 -1.77 0.23
H -0.30 2.00 -1.18 0.24
H -0.78 -1.59 -2.29 0.22
H -2.95 -2.78 -2.33 0.22
H -5.07 -1.56 -1.74 0.22
H -4.98 0.89 -1.27 0.22
H -2.79 2.07 -1.25 0.22
C 0.82 -0.39 3.44 -0.61
C 0.14 0.63 2.54 -0.03
C -0.41 1.88 3.26 -0.41
C -1.80 2.14 2.66 -0.41
C -2.12 0.92 1.80 -0.18
N -0.96 0.11 1.83 -0.68
H 1.71 0.07 3.88 0.20
H 0.15 -0.72 4.24 0.20
H 1.14 -1.26 2.86 0.21
H 0.90 0.96 1.80 0.14
H -0.49 1.68 4.33 0.20
H 0.27 2.73 3.10 0.21
H -2.56 2.28 3.42 0.21
H -1.76 3.02 2.01 0.20
H -3.02 0.37 2.11 0.17
H -2.33 1.24 0.77 0.16
H -0.87 -0.72 1.26 0.42
```

The SMILES is CC1(C)OC(=O)C(=Cc2ccccc2)C(=O)O1.C[C@@H]1CCCN1. The maximum force comes out at 1.96 eV/A. For the energy above the lowest of the compared OMol25 structures with the same formula, charge and spin, the calculation gives 1.7820 eV. For the HOMO-LUMO gap, the calculation gives 6.3 eV.

No. 3
# C18H24BCl24IO3

A 7-piece molecular cluster, C18H24BCl24IO3 overall (ωB97M-V/def2-TZVPD, OMol25).

```
71
Properties=species:S:1:pos:R:3:lowdin_charge:R:1
C -5.99 -1.37 7.47 -0.10
C -5.15 -1.70 6.06 -0.24
O -5.96 -2.45 5.09 -0.14
C -5.15 -3.53 4.44 -0.25
O -5.26 -4.74 4.99 -0.01
C -4.15 -3.20 3.14 -0.08
C -5.11 -3.23 1.81 -0.20
C -4.34 -3.02 0.38 -0.16
B -3.08 -1.93 0.44 -0.28
C -3.32 -0.28 0.60 -0.14
C -4.68 0.12 1.42 -0.21
C -5.01 1.72 1.50 -0.25
O -3.88 2.53 1.99 -0.14
C -1.56 -2.60 0.30 -0.21
C -0.40 -1.52 -0.11 -0.68
C 0.87 -2.42 -0.74 -0.23
I 0.48 -0.52 1.68 0.75
H -6.86 -2.16 7.64 0.09
H -6.49 -0.31 7.45 0.08
H -5.26 -1.51 8.40 0.08
H -4.17 -2.32 6.32 0.14
H -4.85 -0.65 5.63 0.12
H -3.32 -4.03 3.15 0.14
H -3.70 -2.12 3.38 0.13
H -5.64 -4.30 1.76 0.14
H -5.94 -2.39 1.88 0.12
H -3.90 -4.06 0.00 0.08
H -5.09 -2.61 -0.44 0.12
H -3.45 0.18 -0.50 0.14
H -2.43 0.28 1.09 0.06
H -4.61 -0.34 2.52 0.11
H -5.60 -0.38 0.86 0.12
H -5.45 2.08 0.46 0.13
H -5.89 1.85 2.29 0.13
H -3.41 1.92 2.65 0.11
H -1.66 -3.36 -0.62 0.07
H -1.24 -3.23 1.24 0.12
H -0.70 -0.76 -0.95 0.10
H 1.02 -2.24 -1.89 0.06
H 0.67 -3.57 -0.56 0.08
H 1.87 -2.18 -0.13 -0.01
Cl 4.30 -1.32 -0.70 0.53
C 3.87 0.29 -1.30 -1.96
Cl 5.30 1.05 -2.04 0.47
Cl 2.58 0.14 -2.53 0.54
Cl 3.29 1.30 0.05 0.44
Cl 10.55 -0.32 -2.48 0.52
C 8.95 0.06 -3.17 -2.00
Cl 8.65 1.81 -3.02 0.48
Cl 8.93 -0.40 -4.89 0.52
Cl 7.69 -0.84 -2.30 0.48
Cl 6.41 4.67 -2.91 0.47
C 7.50 5.80 -3.75 -1.97
Cl 8.48 6.68 -2.55 0.52
Cl 8.57 4.89 -4.85 0.49
Cl 6.53 6.96 -4.69 0.49
Cl -2.86 -3.97 -3.03 0.53
C -4.34 -4.88 -3.41 -2.00
Cl -4.10 -5.79 -4.93 0.52
Cl -4.70 -6.03 -2.09 0.52
Cl -5.70 -3.75 -3.60 0.51
Cl 6.45 6.43 -7.73 0.48
C 8.12 6.66 -8.32 -2.00
Cl 8.92 7.93 -7.36 0.51
Cl 9.02 5.13 -8.15 0.49
Cl 8.08 7.14 -10.03 0.52
Cl 5.28 3.17 1.48 0.48
C 5.46 4.94 1.54 -1.99
Cl 3.85 5.70 1.50 0.52
Cl 6.30 5.40 3.04 0.51
Cl 6.41 5.49 0.13 0.48
```

The SMILES is CCOC(=O)CCCB(CCCO)C[C@H](C)I.ClC(Cl)(Cl)Cl.ClC(Cl)(Cl)Cl.ClC(Cl)(Cl)Cl.ClC(Cl)(Cl)Cl.ClC(Cl)(Cl)Cl.ClC(Cl)(Cl)Cl. The maximum force comes out at 8.64 eV/A. For the HOMO-LUMO gap, the calculation gives 9.2 eV.

No. 4
# C18H24BF5NO16

A 6-piece molecular cluster, C18H24BF5NO16 overall (ωB97M-V/def2-TZVPD, OMol25).

```
65
Properties=species:S:1:pos:R:3:nbo_charge:R:1
N 2.76 1.22 -0.08 -1.11
B 2.45 -0.29 -0.12 0.02
C 0.94 -0.69 0.40 -0.64
C -0.16 0.27 -0.44 0.10
C -0.34 1.79 0.17 -0.20
O -1.40 0.65 0.30 -0.61
H 3.11 1.51 0.84 0.34
H 3.44 1.47 -0.80 0.35
H 2.64 -0.77 -1.22 -0.09
H 3.22 -0.88 0.61 -0.10
H 0.62 -1.72 0.06 0.19
H 0.73 -0.46 1.49 0.18
H -0.20 0.15 -1.61 0.17
H 0.28 1.97 1.07 0.22
H -0.30 2.28 -0.82 0.22
C 1.09 -3.60 3.66 -0.13
C 1.13 -5.03 3.20 0.44
O 1.98 -4.98 2.08 -0.50
C 2.84 -3.94 2.31 0.96
O 3.85 -3.76 1.72 -0.53
O 2.38 -3.13 3.31 -0.47
F -0.09 -5.45 2.80 -0.34
H 0.33 -3.01 3.13 0.22
H 0.92 -3.51 4.73 0.20
H 1.54 -5.72 3.94 0.14
C 0.04 -7.15 -0.18 -0.13
C -0.68 -8.35 -0.73 0.44
O -1.51 -7.80 -1.73 -0.49
C -0.85 -6.69 -2.18 0.96
O -1.11 -6.12 -3.19 -0.55
O 0.14 -6.31 -1.32 -0.47
F -1.46 -8.93 0.22 -0.33
H -0.54 -6.64 0.60 0.21
H 1.02 -7.40 0.22 0.21
H -0.02 -9.10 -1.17 0.15
C -3.37 -1.43 -0.69 -0.15
C -3.64 -1.66 -2.14 0.45
O -4.62 -2.68 -2.13 -0.49
C -5.30 -2.52 -0.96 0.96
O -6.36 -3.03 -0.72 -0.58
O -4.64 -1.71 -0.10 -0.48
F -2.54 -2.12 -2.79 -0.32
H -2.62 -2.11 -0.29 0.21
H -3.05 -0.40 -0.48 0.26
H -4.04 -0.78 -2.67 0.15
C -1.51 6.56 -2.10 -0.13
C -2.43 5.42 -1.78 0.44
O -1.54 4.35 -1.53 -0.48
C -0.40 4.92 -1.05 0.96
O 0.46 4.33 -0.49 -0.54
O -0.37 6.26 -1.30 -0.49
F -3.21 5.10 -2.84 -0.33
H -1.22 6.57 -3.15 0.20
H -1.94 7.53 -1.84 0.21
H -3.06 5.58 -0.90 0.16
C 2.87 7.50 -0.04 -0.13
C 2.94 6.29 0.84 0.42
O 2.76 6.83 2.14 -0.48
C 1.99 7.94 1.97 0.96
O 1.41 8.50 2.85 -0.57
O 1.95 8.33 0.66 -0.49
F 4.17 5.72 0.79 -0.32
H 3.83 8.01 -0.13 0.19
H 2.50 7.26 -1.04 0.21
H 2.18 5.54 0.65 0.20
```

The maximum force comes out at 6.01 eV/A. For the HOMO-LUMO gap, the calculation gives 5.5 eV. The net charge is -1.

No. 5
# C18H24ClIN3O3Re

C18H24ClIN3O3Re as an isolated structure (ωB97M-V/def2-TZVPD, OMol25).

```
51
Properties=species:S:1:pos:R:3:nbo_charge:R:1
Re 0.86 -0.54 0.83 0.71
N 0.64 -2.58 3.13 -0.79
C 0.13 -1.86 2.18 0.00
C -4.84 -0.07 -1.23 0.38
N -4.31 -0.45 -2.30 -0.51
C -3.69 0.53 -3.23 -0.22
C -2.28 0.74 -2.62 -0.25
N -2.44 1.30 -1.30 -0.84
H 1.64 -2.61 3.34 0.37
H 0.07 -3.24 3.65 0.39
H -3.84 1.34 2.73 0.02
H -2.57 -1.47 2.29 0.22
H -3.34 1.43 2.19 -0.02
H -4.83 -0.33 -0.16 0.23
H -4.05 -1.43 -2.44 0.45
H -4.26 1.45 -3.16 0.23
H -3.71 0.14 -4.24 0.24
H -1.70 1.36 -3.31 0.23
H -1.77 -0.22 -2.54 0.24
H -2.43 2.31 -1.30 0.38
H -1.70 0.96 -0.68 0.41
I 3.18 -0.19 2.22 0.43
C 4.34 0.10 0.51 -0.14
C 5.68 0.30 0.65 -0.24
C 6.45 0.54 -0.51 -0.21
C 5.83 0.58 -1.73 -0.15
C 4.44 0.37 -1.86 -0.08
C 3.82 0.43 -3.13 -0.18
C 2.48 0.22 -3.25 -0.19
C 1.70 -0.07 -2.11 -0.20
C 2.22 -0.13 -0.84 -0.34
C 3.63 0.11 -0.72 -0.02
H 6.15 0.29 1.62 0.23
H 7.51 0.69 -0.42 0.23
H 6.41 0.77 -2.62 0.22
H 4.44 0.63 -4.00 0.22
H 2.01 0.25 -4.22 0.21
H 0.65 -0.28 -2.26 0.22
C -0.60 1.10 3.41 -0.73
C 0.06 0.81 2.11 0.41
O 0.37 1.65 1.27 -0.54
H 0.19 1.29 4.14 0.27
H -1.17 0.24 3.76 0.23
H -1.22 1.99 3.34 0.25
Cl -2.93 -1.22 1.02 0.35
C -2.34 -2.36 -0.07 -0.68
C -1.19 -1.99 -0.82 0.72
O -0.79 -2.62 -1.77 -0.62
O -0.61 -0.79 -0.48 -0.82
H -2.91 -3.26 -0.17 0.24
H 1.45 -2.08 0.62 0.04
```

The maximum force comes out at 1.77 eV/A. For the energy above the lowest of the compared OMol25 structures with the same formula, charge and spin, the calculation gives 11.6297 eV. As for the multiplicity: 4. For the HOMO-LUMO gap (spin up / spin down), the calculation gives 5.3 / 5.2 eV. The net charge is +1.

No. 6
# C18H24InN7OS

C18H24InN7OS as an isolated structure (ωB97M-V/def2-TZVPD, OMol25).

```
52
Properties=species:S:1:pos:R:3:nbo_charge:R:1
In 0.09 0.11 -0.79 1.60
O -0.24 0.99 3.29 -0.59
C -0.41 0.79 2.10 0.62
N 0.31 -0.02 1.30 -0.82
C 1.50 -0.62 1.84 -0.27
C 2.61 -0.65 0.82 0.25
C 3.94 -0.78 1.21 -0.22
C 4.94 -0.84 0.26 -0.10
C 4.59 -0.77 -1.09 -0.24
C 3.26 -0.64 -1.41 0.05
N 2.29 -0.58 -0.48 -0.56
C -1.56 1.49 1.39 0.12
C -2.51 2.16 2.14 -0.20
C -3.57 2.77 1.49 -0.12
C -3.65 2.69 0.10 -0.23
C -2.66 2.00 -0.58 0.05
N -1.63 1.42 0.05 -0.54
H 1.32 -1.66 2.15 0.22
H 1.83 -0.09 2.74 0.26
H 4.17 -0.83 2.27 0.25
H 5.97 -0.93 0.56 0.25
H 5.34 -0.82 -1.86 0.25
H 2.95 -0.59 -2.45 0.19
H -2.39 2.19 3.21 0.27
H -4.33 3.30 2.05 0.25
H -4.47 3.14 -0.44 0.25
H -2.70 1.91 -1.66 0.20
N 0.33 0.17 -3.17 -0.85
C 0.98 1.40 -3.65 -0.24
C 0.58 2.57 -2.77 -0.24
N 0.90 2.25 -1.36 -0.84
H 0.83 -0.66 -3.47 0.41
H -0.60 0.07 -3.58 0.41
H 0.71 1.62 -4.69 0.24
H 2.06 1.26 -3.61 0.21
H -0.50 2.74 -2.84 0.21
H 1.08 3.48 -3.10 0.24
H 0.46 2.92 -0.74 0.42
H 1.90 2.34 -1.20 0.41
C -3.31 -1.60 1.37 -0.41
N -2.15 -2.48 1.29 -0.31
C -1.71 -3.31 2.30 -0.04
C -0.61 -3.96 1.85 -0.06
N -0.40 -3.49 0.57 -0.49
C -1.34 -2.59 0.23 0.28
S -1.49 -1.80 -1.29 -0.23
H -3.86 -1.84 2.28 0.24
H -3.96 -1.77 0.51 0.24
H -2.99 -0.57 1.39 0.22
H -2.21 -3.39 3.25 0.26
H 0.02 -4.70 2.31 0.26
H 0.30 -3.83 -0.08 0.45
```

The maximum force comes out at 0.25 eV/A. For the energy above the lowest of the compared OMol25 structures with the same formula, charge and spin, the calculation gives 0.1913 eV. For the HOMO-LUMO gap, the calculation gives 9.4 eV. The net charge is +2.